[1]
DFT (the ωB97M-V functional and the def2-TZVPD basis) results for 5 unconnected molecules or ions with the total composition C42H49BrI2O21 at a distorted geometry.

Calculated values
SMILES: CC[C@@H](I)[C@@H](O[C@H](CCCI)CCOC=O)[C@](CCO)(C[C@@H](C)Br)OC.O=C1C=C(O)C(=O)C=C1O.O=C1C=C(O)C(=O)C=C1O.O=C1C=C(O)C(=O)C=C1O.O=C1C=C(O)C(=O)C=C1O
Multiplicity: 1
HOMO-LUMO gap (eV): 7.29

Last column: Löwdin charge in e.
Element x y z (Å)
1 C -1.2880 -0.3355 2.6990  -0.103
2 C -0.5629 0.4213 1.4854  -0.303
3 C -0.4883 -0.4251 0.1170  -0.535
4 I 0.3055 1.0113 -1.3764  0.989
5 C 0.5470 -1.6757 0.1670  -0.261
6 O 1.3397 -1.4963 1.3904  -0.143
7 C 2.7518 -1.3830 1.1037  -0.284
8 C 3.5330 -1.8601 2.4556  -0.118
9 C 4.6866 -2.9542 2.1428  -0.285
10 C 5.7730 -2.4614 1.0704  -0.635
11 I 7.7035 -3.5212 1.2519  0.762
12 C 3.2547 0.1083 0.7435  -0.087
13 C 3.9281 0.0660 -0.7374  -0.193
14 O 4.6425 1.3137 -1.0223  -0.112
15 C 3.7503 2.2726 -1.5866  -0.281
16 O 3.2830 3.1607 -0.8291  0.018
17 C -0.1826 -3.1160 0.1114  -0.336
18 C 0.8529 -4.3533 0.1654  -0.088
19 C 1.6149 -4.6254 -1.2397  -0.216
20 O 2.4466 -3.5270 -1.6792  -0.100
21 C -1.1048 -3.3511 -1.1846  -0.160
22 C -0.6990 -2.5771 -2.5186  -0.636
23 C -0.6905 -3.6101 -3.7887  -0.153
24 Br -2.2173 -1.3092 -2.9270  0.625
25 O -1.1292 -3.1011 1.2405  -0.174
26 C -0.6150 -3.7645 2.4084  -0.126
27 H -1.6619 0.4149 3.4703  0.078
28 H -2.1627 -0.9666 2.2847  0.088
29 H -0.5122 -1.0182 3.1875  0.068
30 H 0.4514 0.8806 1.7907  0.102
31 H -1.2260 1.3395 1.2403  0.094
32 H -1.5442 -0.7520 -0.1619  0.071
33 H 1.2861 -1.5083 -0.6940  0.083
34 H 3.1364 -2.0688 0.2760  0.120
35 H 4.0527 -1.0007 2.9953  0.110
36 H 2.8130 -2.3321 3.2230  0.120
37 H 4.1750 -3.8796 1.7010  0.105
38 H 5.2448 -3.3034 3.0758  0.088
39 H 5.9377 -1.3277 1.0437  0.059
40 H 5.3782 -2.7767 0.0307  0.044
41 H 4.1121 0.4627 1.4340  0.125
42 H 2.4372 0.8957 0.8352  0.084
43 H 4.6764 -0.8098 -0.8234  0.118
44 H 3.1620 -0.0952 -1.5686  0.079
45 H 3.4410 2.1926 -2.6893  0.157
46 H 0.3352 -5.3603 0.4042  0.137
47 H 1.6728 -4.2346 0.9552  0.115
48 H 2.3367 -5.5034 -1.0164  0.131
49 H 0.8903 -5.0263 -2.0290  0.109
50 H 2.1808 -3.2371 -2.5761  0.082
51 H -2.1844 -3.0652 -0.9108  0.107
52 H -1.1241 -4.4859 -1.3709  0.118
53 H 0.3186 -2.0752 -2.5300  0.067
54 H -1.1956 -3.1266 -4.6914  0.056
55 H 0.4021 -3.8358 -4.0428  0.069
56 H -1.1851 -4.6058 -3.5143  0.084
57 H -1.3101 -3.4628 3.2834  0.108
58 H 0.4348 -3.4632 2.7307  0.089
59 H -0.6912 -4.9192 2.3712  0.101
60 C 8.6476 -6.9864 -0.4659  0.062
61 C 8.1527 -7.2558 -1.6759  -0.219
62 C 8.5817 -8.4619 -2.4402  -0.314
63 O 8.0942 -8.6863 -3.5349  0.109
64 C 9.5907 -9.3369 -1.8344  0.076
65 C 10.0881 -9.0656 -0.6260  -0.222
66 C 9.6387 -7.8745 0.1496  -0.309
67 O 10.1016 -7.6682 1.2584  0.112
68 O 11.0269 -9.8669 -0.0520  0.094
69 O 7.2338 -6.4397 -2.2619  0.090
70 H 8.3429 -6.1154 0.1002  0.029
71 H 9.9065 -10.1989 -2.4066  0.137
72 H 11.2210 -9.4593 0.8148  0.116
73 H 7.0355 -6.8509 -3.1258  0.115
74 C -1.9137 5.4264 -5.0444  0.078
75 C -1.3482 4.7141 -4.0672  -0.216
76 C -2.1163 4.3121 -2.8545  -0.298
77 O -1.5726 3.6458 -1.9913  0.026
78 C -3.5129 4.7470 -2.7496  0.077
79 C -4.0771 5.4621 -3.7248  -0.219
80 C -3.3175 5.8406 -4.9499  -0.313
81 O -3.8711 6.4792 -5.8291  0.108
82 O -5.3728 5.8754 -3.6397  0.089
83 O -0.0459 4.3242 -4.1384  0.089
84 H -1.3682 5.7227 -5.9305  0.137
85 H -4.0537 4.4636 -1.8566  0.108
86 H -5.5420 6.3703 -4.4652  0.115
87 H 0.1202 3.8247 -3.3146  0.093
88 C -3.5234 6.4739 3.1373  0.078
89 C -3.9172 7.6255 2.5903  -0.225
90 C -4.3965 7.6916 1.1805  -0.326
91 O -4.7665 8.7584 0.7191  0.108
92 C -4.3977 6.4535 0.3975  0.046
93 C -4.0007 5.3039 0.9426  -0.234
94 C -3.5478 5.2319 2.3589  -0.320
95 O -3.2095 4.1580 2.8298  0.102
96 O -3.9940 4.1443 0.2250  0.068
97 O -3.8982 8.7882 3.2986  0.095
98 H -3.1755 6.4114 4.1599  0.138
99 H -4.7312 6.5181 -0.6299  0.133
100 H -3.6681 3.4593 0.8413  0.119
101 H -4.2293 9.4718 2.6839  0.116
102 C -9.8217 5.3701 2.7004  0.081
103 C -8.7409 6.0168 2.2586  -0.210
104 C -7.3943 5.3767 2.2693  -0.258
105 O -6.4302 5.9916 1.8397  0.106
106 C -7.2824 4.0180 2.8072  0.094
107 C -8.3628 3.3723 3.2522  -0.215
108 C -9.7138 4.0018 3.2164  -0.311
109 O -10.6804 3.3755 3.6143  0.116
110 O -8.2744 2.1123 3.7564  0.102
111 O -8.8249 7.2883 1.7790  0.103
112 H -10.8046 5.8220 2.6963  0.139
113 H -6.2966 3.5717 2.8256  0.136
114 H -9.1871 1.8683 4.0068  0.118
115 H -7.9137 7.5310 1.5224  0.116

Forces on atoms 1 to 6 (eV/Å):
0.6 -0.3 -0.5
-0.9 1.0 -0.1
0.1 -0.4 1.4
-0.6 -0.6 0.4
0.3 1.0 -0.5
0.5 -0.8 -1.8



[2]
DFT (the ωB97M-V functional and the def2-TZVPD basis) results for a molecular structure, C12H33KN3O11S2 at a distorted geometry.

Calculated values
Multiplicity: 1
Total charge: -3
HOMO-LUMO gap (eV): 3.43

Last column: Löwdin charge in e.
Element x y z (Å)
1 K 3.5329 5.0847 -12.5589  0.737
2 S 2.6502 5.8359 -9.5047  0.217
3 O 1.8461 5.3073 -10.6691  -0.543
4 O 2.5706 4.8473 -8.4221  -0.407
5 O 4.0697 5.9747 -10.0082  -0.497
6 O 2.1354 7.1704 -9.0916  -0.463
7 S 4.2740 1.6992 -11.2130  0.225
8 O 3.1089 2.6174 -11.3078  -0.468
9 O 5.5384 2.3726 -11.7014  -0.485
10 O 4.4690 1.2279 -9.8230  -0.452
11 O 4.0170 0.5150 -12.1181  -0.518
12 C 5.8064 10.1958 -11.2250  -0.076
13 C 5.4131 8.8359 -10.6650  -0.456
14 C 5.3013 8.8410 -9.1711  -0.190
15 O 6.5523 9.2075 -8.5575  -0.198
16 C 6.4345 9.2043 -7.1693  -0.160
17 N 4.1727 8.3425 -11.2612  0.036
18 H 6.0118 10.1078 -12.2942  0.048
19 H 6.6939 10.5823 -10.7178  0.061
20 H 4.9792 10.9063 -11.1083  0.068
21 H 6.1763 8.1194 -10.9927  0.129
22 H 4.9803 7.8677 -8.7859  0.119
23 H 4.5292 9.5704 -8.8624  0.130
24 H 6.2524 8.1879 -6.7897  0.093
25 H 5.5894 9.8305 -6.8377  0.079
26 H 7.3563 9.5915 -6.7293  0.069
27 H 4.0433 7.3810 -10.8248  -0.003
28 H 3.3804 8.8291 -10.8395  0.058
29 C 8.6798 4.9178 -12.5237  -0.060
30 C 7.2936 5.5550 -12.6061  -0.442
31 C 7.2354 6.6832 -13.5903  -0.218
32 O 8.2769 7.6163 -13.3506  -0.194
33 C 8.2612 8.6699 -14.2608  -0.149
34 N 6.2449 4.6057 -12.9351  -0.008
35 H 8.9588 4.4480 -13.4757  0.070
36 H 8.6700 4.1658 -11.7355  0.081
37 H 9.4696 5.6468 -12.3057  0.060
38 H 7.0641 5.9579 -11.6131  0.147
39 H 6.2680 7.1990 -13.5267  0.124
40 H 7.3491 6.2576 -14.6082  0.125
41 H 8.4533 8.3159 -15.2882  0.079
42 H 9.0727 9.3493 -13.9946  0.078
43 H 7.3034 9.2055 -14.2216  0.078
44 H 6.1616 3.8448 -12.2219  0.031
45 H 6.4464 4.1555 -13.8243  0.063
46 C 3.4332 4.7295 -16.0195  -0.070
47 C 3.1426 3.2515 -15.8073  -0.429
48 C 3.8423 2.3805 -16.8309  -0.209
49 O 3.2946 2.5593 -18.1343  -0.193
50 C 4.1281 2.0440 -19.1219  -0.159
51 N 3.5335 2.9077 -14.4312  0.045
52 H 4.3812 5.0733 -15.5962  0.069
53 H 2.6751 5.2900 -15.4639  0.071
54 H 3.3628 5.0295 -17.0684  0.069
55 H 2.0643 3.1112 -15.9275  0.142
56 H 3.7438 1.3227 -16.5449  0.131
57 H 4.9232 2.5958 -16.8406  0.126
58 H 3.6250 2.1672 -20.0849  0.076
59 H 4.2990 0.9625 -18.9941  0.084
60 H 5.0985 2.5579 -19.1310  0.083
61 H 4.5512 2.8939 -14.4006  0.066
62 H 3.2472 1.9592 -14.1939  0.079

Forces on atoms 1 to 6 (eV/Å):
-0.2 -0.6 1.0
-1.5 -1.9 -0.6
0.2 1.2 0.4
0.3 0.8 0.3
0.2 0.3 0.2
0.4 0.3 0.0



[3]
DFT (the ωB97M-V functional and the def2-TZVPD basis) results for a molecular structure, C7H12F13HfN6O25S7 at a distorted geometry.

Calculated values
Multiplicity: 1
Total charge: -1
HOMO-LUMO gap (eV): 7.17
ΔE to the lowest compared entry with this formula, charge and spin (kcal per mole): 0.0

Last column: Löwdin charge in e.
Element x y z (Å)
1 Hf -1.7372 -0.2919 1.5200  2.110
2 C -3.3696 -3.5311 -1.8313  -0.676
3 F -4.6149 -3.3352 -1.4160  0.147
4 F -3.3250 -4.7758 -2.2870  0.155
5 F -3.0057 -2.6743 -2.7635  0.171
6 S -2.2199 -3.4086 -0.3555  0.568
7 O -0.9149 -3.6654 -0.9407  -0.293
8 O -2.3125 -1.9926 0.1335  -0.469
9 O -2.6272 -4.4007 0.5918  -0.250
10 C 1.4112 -0.7242 5.4655  -0.652
11 F 2.0012 -1.9072 5.3142  0.131
12 F 1.3965 -0.3377 6.7264  0.164
13 F 2.0191 0.1685 4.7267  0.163
14 S -0.4467 -0.8822 4.8800  0.574
15 O -0.4694 -0.3801 3.4609  -0.484
16 O -0.8354 -2.2804 4.9057  -0.308
17 O -1.2799 -0.1107 5.7802  -0.277
18 C -0.9128 4.0384 3.2367  -0.659
19 F 0.1797 3.3570 3.5933  0.121
20 F -0.9784 5.0857 4.0328  0.167
21 F -0.9296 4.4112 1.9746  0.154
22 S -2.3745 2.8771 3.6075  0.565
23 O -3.6033 3.5174 3.2289  -0.271
24 O -2.1098 1.6448 2.7591  -0.472
25 O -2.3123 2.5386 5.0060  -0.269
26 N 0.1180 0.2626 0.3616  -0.372
27 S 0.5943 -0.0568 -1.1230  0.537
28 O 1.4232 -1.2240 -1.2562  -0.228
29 O 0.6702 1.0339 -2.0587  -0.289
30 F -0.8268 -0.6476 -1.5993  -0.183
31 S 1.5845 0.9345 0.9215  0.600
32 O 2.1431 1.9731 0.1167  -0.195
33 O 2.3725 0.0179 1.6979  -0.206
34 F 0.8383 1.7310 2.0685  -0.167
35 N -3.1086 0.8085 0.1591  -0.413
36 S -4.5996 0.6335 -0.3124  0.486
37 O -4.8956 0.3077 -1.6786  -0.217
38 O -5.5238 1.3790 0.4748  -0.208
39 F -4.6875 -0.8538 0.3367  -0.221
40 S -2.8515 2.3270 -0.6336  0.577
41 O -3.4743 3.5032 -0.1226  -0.179
42 O -2.5529 2.1987 -2.0237  -0.211
43 F -1.4187 2.3701 0.0429  -0.229
44 C 2.8488 1.3321 -4.1870  0.043
45 N 3.6712 1.5275 -2.9660  -0.444
46 O 4.3282 2.5494 -2.9081  0.079
47 O 3.7162 0.6067 -2.1805  0.064
48 H 3.4638 1.4903 -5.0715  0.105
49 H 2.0189 2.0268 -4.1015  0.076
50 H 2.5169 0.3067 -4.3226  0.086
51 C 2.6564 -2.9180 -3.5907  0.042
52 N 2.8923 -4.0034 -4.5726  -0.458
53 O 3.4660 -4.9947 -4.1765  0.063
54 O 2.4487 -3.8790 -5.7010  0.052
55 H 3.1709 -2.0867 -4.0763  0.093
56 H 3.1139 -3.1946 -2.6514  0.098
57 H 1.6000 -2.6678 -3.6242  0.103
58 C 1.1223 3.3814 -2.2656  0.012
59 N 0.9121 4.4445 -1.2251  -0.401
60 O 1.6693 5.3982 -1.2055  0.070
61 O 0.1293 4.1958 -0.3318  0.042
62 H 1.9461 2.7718 -1.9048  0.051
63 H 1.3089 4.0123 -3.1326  0.109
64 H 0.2474 2.7526 -2.3994  0.073
65 C 1.4203 -3.6813 1.0084  0.078
66 N 0.8889 -2.6699 1.9582  -0.334
67 O -0.2039 -2.1797 1.6878  -0.115
68 O 1.5893 -2.3992 2.8842  0.135
69 H 1.0061 -4.6574 1.2531  0.119
70 H 2.4985 -3.8090 1.0423  0.109
71 H 1.1196 -3.2946 0.0389  0.060

Forces on atoms 1 to 6 (eV/Å):
2.3 0.7 1.3
0.0 -0.1 1.4
-0.3 0.6 -0.2
0.5 0.0 -0.3
-0.3 0.1 -0.1
2.4 -1.9 -0.6



[4]
DFT (the ωB97M-V functional and the def2-TZVPD basis) results for C3H3F2IO in the gas phase at a distorted geometry.

Calculated values
SMILES: COC(I)=C(F)F
Multiplicity: 1
HOMO-LUMO gap (eV): 8.85
ΔE to the lowest compared entry with this formula, charge and spin (kcal per mole): 28.2

Last column: Löwdin charge in e.
Element x y z (Å)
1 C -2.1821 0.9051 -0.2543  -0.684
2 C -2.8650 2.0773 0.0475  -0.370
3 C -0.1637 -0.3075 -0.6459  -0.109
4 O -0.8334 0.9016 -0.2630  -0.171
5 F -4.2137 2.1866 0.0531  0.054
6 F -2.2026 3.2524 0.0003  0.103
7 I -3.2381 -0.8833 0.0179  0.971
8 H 0.7306 0.0695 -1.0642  0.085
9 H -0.7441 -0.6714 -1.3804  0.005
10 H -0.0078 -1.0769 0.1909  0.117

Forces on atoms 1 to 6 (eV/Å):
-1.6 2.0 1.6
1.2 -1.6 -1.6
0.7 0.8 2.9
-0.2 0.2 0.7
1.7 0.2 0.2
-1.1 -0.8 0.2



| no. | E_tot (eV) |
| --- | --- |
| 1 | -173582.1021 |
| 2 | -77965.6876 |
| 3 | -180051.8037 |
| 4 | -18740.2933 |